Version w
The following is a quantum chemistry calculation of an isolated molecule of C6H9NS, from the OMol25 dataset.

Summary:
Highest occupied orbital energy   -8.592 eV
Gap between HOMO and LUMO   8.390 eV
SMILES string   C/C=C\[C@H]1NCC1=S

Geometry (Å):
C 1.50 -0.81 -1.03
C 1.66 -0.89 0.42
C 0.70 -0.44 1.23
C -0.52 0.38 1.07
N -0.62 1.70 0.29
C -1.70 1.16 -0.54
C -1.60 -0.17 0.10
S -2.29 -1.64 0.11
H 0.76 -0.17 -1.39
H 2.35 -0.30 -1.56
H 1.28 -1.81 -1.48
H 2.50 -1.41 0.72
H 0.90 -0.69 2.33
H -0.99 0.49 2.14
H 0.20 1.98 -0.35
H -2.71 1.59 -0.41
H -1.43 1.02 -1.67

Results of the Mulliken charge analysis, in e, for atoms 1 through 6:
1. C -1.04
2. C -0.15
3. C -0.39
4. C 0.12
5. N -0.51
6. C -0.32

Version x
The following is a quantum chemistry calculation of C6H9NS as an isolated structure, from the OMol25 dataset.

Summary:
Highest occupied orbital energy   -8.525 eV
Gap between HOMO and LUMO   7.871 eV

Geometry (Å):
C -0.98 0.55 0.13
C 0.56 1.01 -0.32
C 1.07 -0.33 -0.69
C 1.96 -1.34 -0.21
C 0.47 -1.21 0.31
C -0.93 -1.08 0.01
H -2.77 3.20 1.86
H 1.30 1.64 0.38
H 0.22 1.80 -1.17
H 0.70 -0.96 -1.60
H 2.69 -1.25 0.65
H 2.04 -2.05 -0.89
H 0.46 -0.75 1.20
H -1.27 -1.63 -0.86
H -1.68 -1.51 0.78
N -2.05 1.16 0.20
S -1.79 2.73 0.23

Results of the Mulliken charge analysis, in e, for atoms 1 through 6:
1. C 0.49
2. C -0.72
3. C 0.14
4. C -0.49
5. C -0.28
6. C -0.78

Version y
The following is a quantum chemistry calculation of an isolated molecule of C6H9NS, from the OMol25 dataset.

Summary:
Highest occupied orbital energy   -8.346 eV
Gap between HOMO and LUMO   8.904 eV
SMILES string   N[C@H]1[C@@H]2C=CC[C@H]1S2

Geometry (Å):
N -2.40 -0.44 -0.19
C -0.97 -0.47 -0.14
C -0.18 0.35 -1.34
C 1.22 -0.04 -1.35
C 1.84 -0.18 -0.12
C 1.15 0.18 1.10
C -0.32 0.49 0.87
S -0.37 1.98 -0.30
H -2.84 -1.44 0.31
H -2.79 0.48 0.50
H -0.52 -1.51 -0.16
H -0.56 0.14 -2.40
H 1.74 -0.36 -2.20
H 2.87 -0.62 0.00
H 1.43 1.20 1.57
H 1.48 -0.49 1.94
H -0.78 0.74 1.91

Results of the Mulliken charge analysis, in e, for atoms 1 through 6:
1. N -0.70
2. C -0.31
3. C -0.14
4. C -0.64
5. C -0.20
6. C -0.62

Which one sits at the top of the stability order? version w does.

Version w
The following is a quantum chemistry calculation of an isolated molecule of C6H9NS, from the OMol25 dataset.

Summary:
Highest occupied orbital energy   -8.110 eV
Gap between HOMO and LUMO   8.334 eV
SMILES string   C=C/C(=C\C)C(N)=S

Geometry (Å):
C 0.52 2.08 0.59
C 0.88 1.05 -0.18
C -0.07 -0.07 -0.17
C 0.36 -1.35 -0.01
C 1.70 -2.03 -0.02
C -1.65 0.02 -0.21
N -2.19 1.24 -0.45
S -2.63 -1.33 0.25
H -0.46 1.96 1.16
H 1.25 2.88 0.70
H 1.75 1.05 -0.76
H -0.70 -1.97 0.01
H 1.75 -3.28 0.43
H 1.77 -2.27 -1.13
H 2.61 -1.53 0.50
H -3.20 1.53 -0.10
H -1.68 2.02 -0.60

Results of the Mulliken charge analysis, in e, for atoms 1 through 6:
1. C -0.90
2. C -0.34
3. C 0.44
4. C 0.00
5. C -1.06
6. C 0.18

Version x
The following is a quantum chemistry calculation of an isolated molecule of C6H9NS, from the OMol25 dataset.

Summary:
Highest occupied orbital energy (spin up / spin down)   -6.929 / -6.933 eV
Gap between HOMO and LUMO (spin up / spin down)   7.176 / 7.170 eV

Geometry (Å):
C 1.47 -0.07 -0.16
C -0.77 1.15 0.48
C 0.05 1.59 -0.74
C -1.13 -0.31 0.27
C 2.70 -0.61 0.45
C -2.45 -0.80 -0.28
N 1.19 0.98 -0.84
S 0.23 -1.29 0.23
H -0.03 1.13 1.32
H -1.64 1.77 0.67
H -0.31 2.16 -1.48
H 2.65 -0.87 1.51
H 3.57 0.00 0.18
H 2.87 -1.62 -0.04
H -3.12 -0.08 -0.84
H -3.09 -1.50 0.29
H -2.21 -1.62 -1.02

Results of the Mulliken charge analysis, in e, for atoms 1 through 6:
1. C 0.74
2. C -0.94
3. C -0.19
4. C 0.54
5. C -1.24
6. C -1.15

Which one sits at the top of the stability order? version x does.

Version w
The following is a quantum chemistry calculation of C6H9NS as an isolated structure, from the OMol25 dataset.

Summary:
Highest occupied orbital energy   -8.022 eV
Gap between HOMO and LUMO   8.403 eV

Geometry (Å):
C 1.45 1.15 -1.19
C -2.42 -0.96 0.00
C -1.37 -0.75 -0.77
C 0.31 1.44 -0.33
C 0.51 0.00 0.17
C 0.54 -0.62 1.52
N 1.66 -0.13 -0.63
S 2.33 2.03 -2.18
H -3.34 -1.25 -0.28
H -2.20 -1.11 1.02
H -1.33 -0.52 -1.79
H 0.32 2.11 0.57
H -0.68 1.81 -0.68
H 1.24 0.01 2.15
H 1.02 -1.61 1.37
H -0.33 -0.81 2.17
H 2.28 -0.80 -1.13

Results of the Mulliken charge analysis, in e, for atoms 1 through 6:
1. C 0.00
2. C -0.53
3. C -0.47
4. C -0.50
5. C 0.76
6. C -1.33

Version x
The following is a quantum chemistry calculation of an isolated molecule of C6H9NS, from the OMol25 dataset.

Summary:
Highest occupied orbital energy   -8.346 eV
Gap between HOMO and LUMO   8.766 eV
SMILES string   S=CN1CC[C@@H]2C[C@@H]21

Geometry (Å):
S -0.39 0.84 3.46
C 0.49 1.15 2.03
N 0.29 0.23 0.92
C -0.82 -0.71 0.82
C -1.22 -0.75 -0.73
C 0.04 -0.22 -1.44
C 1.51 -0.36 -1.16
C 0.67 0.81 -0.49
H 1.03 2.08 1.86
H -1.56 -0.32 1.55
H -0.66 -1.82 1.12
H -2.06 -0.08 -0.92
H -1.79 -1.76 -1.10
H -0.24 0.31 -2.43
H 2.11 -0.09 -2.17
H 1.89 -1.19 -0.76
H 0.71 1.90 -0.56

Results of the Mulliken charge analysis, in e, for atoms 1 through 6:
1. S -0.33
2. C -0.12
3. N 0.03
4. C -0.56
5. C -0.60
6. C -0.06

Which one sits at the top of the stability order? version x does.